Record 1
C28H41BrN2P2PbS | the ωB97M-V functional and the def2-TZVPD basis

Values from the calculation:
ΔE to the lowest compared entry with this formula, charge and spin (kcal/mol): 0.00
Lowest unoccupied orbital energy (alpha / beta) (eV): -15.239 / -14.954
Gap between HOMO and LUMO (alpha / beta) (eV): 4.0 / 4.3

ORCA input file:
```
! RIJCOSX wB97M-V def2-TZVPD def2/J DEFGRID3
* xyz 4 1
C 1.893 4.342 -0.369
C 0.837 4.063 -1.267
C 1.215 3.596 -2.543
C 2.573 3.433 -2.839
N 3.553 3.614 -1.947
C 3.221 4.143 -0.767
C -0.562 4.114 -0.859
C -1.658 3.893 -0.347
C -2.793 3.363 0.421
C -2.763 2.043 0.926
C -3.670 1.555 1.870
C -4.828 2.297 2.121
C -4.994 3.552 1.523
C -3.962 4.091 0.726
Pb -0.328 -0.044 1.684
P 2.095 -0.389 0.451
H 0.480 3.320 -3.292
H 1.695 4.676 0.643
H 2.904 3.123 -3.835
H 4.063 4.430 -0.131
H -4.085 5.093 0.319
H -2.038 1.377 0.446
H -5.910 4.115 1.688
H -3.537 0.601 2.381
C 2.715 -2.106 0.571
C 3.862 -2.588 -0.323
H 1.837 -2.749 0.394
H 2.987 -2.244 1.629
H 4.032 -3.656 -0.114
H 3.642 -2.492 -1.394
H 4.808 -2.069 -0.123
C 2.072 0.038 -1.329
C 3.373 0.381 -2.051
H 1.383 0.891 -1.436
H 1.583 -0.803 -1.843
H 3.162 0.429 -3.133
H 3.760 1.367 -1.767
H 4.177 -0.349 -1.899
C 3.314 0.734 1.225
C 4.803 0.391 1.279
H 2.956 0.866 2.259
H 3.181 1.710 0.734
H 5.305 1.169 1.875
H 5.014 -0.570 1.765
H 5.287 0.390 0.294
Br -6.145 1.487 3.229
P -1.470 -1.601 -0.464
C -0.522 -2.395 -1.808
C -1.146 -3.611 -2.483
H 0.443 -2.684 -1.367
H -0.288 -1.631 -2.560
H -0.421 -4.065 -3.174
H -1.450 -4.364 -1.750
H -2.035 -3.347 -3.066
C -2.627 -2.869 0.183
C -3.958 -3.040 -0.550
H -2.811 -2.605 1.238
H -2.078 -3.822 0.199
H -4.596 -3.755 -0.007
H -4.501 -2.091 -0.640
H -3.823 -3.424 -1.570
C -2.544 -0.364 -1.342
C -2.987 -0.706 -2.765
H -1.976 0.584 -1.381
H -3.423 -0.173 -0.701
H -3.579 0.140 -3.154
H -2.122 -0.872 -3.426
H -3.619 -1.605 -2.798
S -1.029 -2.846 5.343
C 0.697 -2.519 5.455
C 1.097 -1.717 4.416
N 0.050 -1.347 3.556
C -1.153 -1.853 3.962
H 1.336 -2.931 6.232
H 2.109 -1.379 4.184
H -2.081 -1.734 3.393
*
```

Record 2
C16H36ClN2O4 | the ωB97M-V functional and the def2-TZVPD basis

Values from the calculation:
ΔE to the lowest compared entry with this formula, charge and spin (kcal/mol): 86.42
Lowest unoccupied orbital energy (eV): -2.799
Gap between HOMO and LUMO (eV): 6.4

ORCA input file:
```
! RIJCOSX wB97M-V def2-TZVPD def2/J DEFGRID3
* xyz 1 1
Cl -0.815 4.267 2.871
O -1.191 5.524 3.367
O -1.809 3.337 3.245
O -0.648 4.191 1.458
O 0.447 3.852 3.560
C 0.518 -3.517 5.725
C 1.088 -3.495 4.358
C 1.074 -2.195 3.561
N 2.026 -2.148 2.312
C 1.500 -3.290 1.312
C 3.596 -2.353 2.577
C 4.130 -0.958 2.660
C 3.062 0.083 2.300
C 1.826 -0.698 1.822
H 1.247 -3.965 6.401
H -0.438 -4.026 5.838
H 0.387 -2.521 6.148
H 0.653 -4.298 3.762
H 2.113 -3.856 4.441
H 1.703 -1.540 4.164
H 0.114 -1.681 3.522
H 1.760 -4.266 1.722
H 1.834 -2.946 0.333
H 0.421 -3.144 1.265
H 4.094 -2.771 1.703
H 3.605 -2.974 3.473
H 5.116 -0.714 2.265
H 4.359 -0.801 3.714
H 3.453 0.686 1.480
H 2.900 0.672 3.203
H 1.861 -0.847 0.743
H 0.827 -0.356 2.093
C -3.401 0.234 -0.705
C -2.276 0.636 -1.606
C -2.742 0.435 -3.093
N -1.943 1.149 -4.289
C -2.359 0.485 -5.586
C -2.215 2.694 -4.280
C -1.070 3.359 -5.091
C 0.154 2.611 -4.557
C -0.417 1.259 -3.993
H -3.783 -0.767 -0.906
H -4.247 0.918 -0.771
H -3.184 0.284 0.362
H -1.414 0.008 -1.379
H -1.970 1.672 -1.463
H -3.752 0.792 -3.297
H -2.691 -0.615 -3.382
H -3.442 0.407 -5.491
H -1.933 -0.517 -5.638
H -2.123 1.114 -6.444
H -3.235 2.832 -4.637
H -2.120 3.062 -3.258
H -1.099 3.036 -6.132
H -0.992 4.437 -5.229
H 0.892 2.362 -5.319
H 0.826 3.162 -3.899
H -0.032 0.322 -4.395
H -0.245 1.379 -2.923
*
```

Q: Which value of ΔE to the lowest compared entry with this formula, charge and spin does entry 1 give?
A: 0.00 kcal/mol